[1]
2 unconnected molecules or ions with the total composition C6H8 at a distorted geometry. Source: OMol25; level of theory: ωB97M-V/def2-TZVPD.

```
14
Properties=species:S:1:pos:R:3:forces:R:3
H -0.0770 2.6285 -0.5728 0.10 0.13 0.02
H -0.4511 2.3855 1.0990 0.09 0.10 0.09
H -0.6227 -2.6585 -0.3710 -0.04 -0.07 0.00
C 2.6597 0.1778 0.0273 -7.75 1.80 0.53
H -1.8375 -0.4192 -0.1525 0.19 0.29 -0.09
C 3.7931 -0.0903 -0.0837 6.45 -1.53 -0.61
C -0.2197 -1.8402 0.2205 0.00 -0.05 -0.05
H -1.6939 1.9745 -0.1259 0.11 -0.06 -0.03
H 0.8660 -1.8583 0.1692 0.06 0.01 -0.01
C -0.6208 1.9671 0.1040 0.04 0.02 -0.16
H -0.5535 -0.4438 -1.3735 -0.01 0.09 -0.26
H -0.5224 -1.9847 1.2550 0.02 -0.04 0.07
C 0.0264 0.6640 0.0911 0.36 -0.35 0.15
C -0.7467 -0.5026 -0.2869 0.39 -0.34 0.34
```
Positions in Å, forces in eV/Å.

Total energy, eV: -6340.3374
Highest occupied orbital energy (spin up / spin down), eV: -9.43 / -8.89
LUMO energy (spin up / spin down), eV: -1.008 / -1.379
F_max, eV/Å: 7.98
Frontier orbital gap (spin up / spin down), eV: 8.42 / 7.51
Relative energy (zero: lowest compared OMol25 entry of this formula, charge and spin), eV: 10.446

[2]
C2H5I2OP in the gas phase at a distorted geometry. Source: OMol25; level of theory: ωB97M-V/def2-TZVPD.

```
11
Properties=species:S:1:pos:R:3:forces:R:3
H -1.5285 0.9051 1.1928 0.20 -0.38 -2.17
I -0.8006 -2.5767 0.9647 0.28 0.33 -0.22
C -1.0374 1.0160 0.1510 1.10 2.95 3.94
H -1.4328 0.6004 -0.6960 -1.83 -1.02 -1.76
H 1.0424 1.2700 -0.4434 -0.59 -1.21 1.35
P 0.5452 -1.1466 -0.5153 -0.04 -0.07 -1.99
C 0.4108 0.6094 0.2640 0.73 -0.95 -3.79
I 2.9094 -2.0826 -0.2193 -1.18 0.66 -0.04
H -0.9533 2.1308 0.0266 -0.60 -0.90 -0.10
H 0.7411 0.5476 1.2440 1.06 0.05 1.74
O 0.1036 -1.2734 -1.9690 0.87 0.53 3.04
```
Positions in Å, forces in eV/Å.

Total energy, eV: -29693.7416
Highest occupied orbital energy, eV: -9.75
SMILES string: CCP(=O)(I)I
LUMO energy, eV: -1.125
F_max, eV/Å: 5.04
Frontier orbital gap, eV: 8.62
Relative energy (zero: lowest compared OMol25 entry of this formula, charge and spin), eV: 0.000

[3]
A molecular structure, C9H12Br3O9Pd at a distorted geometry. Source: OMol25; level of theory: ωB97M-V/def2-TZVPD.

```
34
Properties=species:S:1:pos:R:3:forces:R:3
C -27.8995 24.2853 -9.1166 1.27 0.10 0.28
C -28.2013 25.7418 -13.6098 0.54 -2.93 0.93
C -24.5876 22.4776 -11.4651 1.57 1.09 1.08
Br -32.0725 23.6230 -13.9557 0.69 -0.06 -0.17
H -28.4417 26.3033 -10.0774 0.93 -0.17 0.12
O -29.6607 24.8027 -10.4637 -0.65 -0.14 0.36
H -23.9343 21.6838 -11.1028 0.29 0.53 0.35
H -25.4290 27.1582 -14.0118 -0.11 -0.50 0.19
C -26.4581 27.0368 -14.3501 -0.95 0.70 0.39
C -28.7812 25.4106 -9.5521 -0.98 1.34 -0.26
O -28.4854 26.9552 -13.2228 -1.29 2.39 0.31
Br -30.1321 20.0434 -13.8501 0.25 0.81 -0.09
H -24.7446 23.3176 -10.7885 0.13 -0.35 0.84
H -26.4982 27.3921 -15.3797 -0.05 -0.84 -0.28
Pd -29.5002 22.7570 -13.9672 -1.37 -1.57 -0.78
O -25.7910 21.8692 -11.7167 -1.39 0.45 -0.86
H -27.0340 28.2906 -12.6153 -0.16 0.02 0.03
O -28.2727 23.1688 -9.9584 1.94 0.22 2.55
C -29.2793 23.5394 -10.6691 -3.81 -1.91 -6.00
Br -28.4143 23.0110 -16.3772 -0.26 0.16 0.34
H -28.1134 24.2070 -8.0507 0.12 -1.25 -0.08
O -29.7943 22.8565 -11.5777 1.60 1.66 3.67
C -24.0924 23.1266 -12.7553 -0.09 -2.81 -0.76
O -25.2804 23.0198 -13.5898 0.41 1.43 1.43
H -23.5449 24.0598 -12.6229 -0.89 0.39 -0.32
H -26.8290 24.4614 -9.2220 -0.03 -0.09 -0.16
C -27.4618 27.9272 -13.5497 0.75 -1.43 0.00
O -26.9738 25.7013 -14.1388 1.17 0.72 -1.10
H -23.4062 22.4037 -13.1966 0.35 0.30 -0.32
H -29.3019 25.7740 -8.6662 -0.43 0.09 -0.16
H -27.8093 28.7670 -14.1514 -0.48 -0.29 0.17
O -27.3321 22.1417 -13.3620 2.05 0.82 1.78
O -28.8200 24.7309 -13.3185 0.94 3.13 -0.46
C -26.2630 22.4108 -12.8611 -2.04 -1.99 -3.02
```
Positions in Å, forces in eV/Å.

Total energy, eV: -241563.5354
Highest occupied orbital energy (spin up / spin down), eV: -3.86 / -4.00
Net charge: -1
LUMO energy (spin up / spin down), eV: 1.574 / 1.573
F_max, eV/Å: 7.36
Frontier orbital gap (spin up / spin down), eV: 5.43 / 5.57
Multiplicity: 3

[4]
C5H8OSe in the gas phase at a distorted geometry. Source: OMol25; level of theory: ωB97M-V/def2-TZVPD.

```
15
Properties=species:S:1:pos:R:3:forces:R:3
C -1.5572 -1.3162 -0.5320 0.33 3.72 1.49
H 0.3702 2.2482 -0.2882 0.66 1.19 0.35
O -1.8304 -2.4301 -0.8024 -0.85 -3.69 -1.14
H -1.9616 -0.4582 -1.1481 0.36 -0.26 0.18
H 2.2262 0.5842 0.6380 -0.15 -0.13 -0.45
C 1.6628 0.4259 -0.3079 -0.52 -0.33 2.56
H 2.2715 0.6643 -1.0990 1.58 0.34 -1.87
C -0.4730 0.5808 0.8376 3.77 -2.87 -0.19
H -0.7071 -1.6127 1.4386 -0.01 -0.17 0.17
H 0.0882 0.9585 -1.4222 -0.96 0.34 1.62
C 0.3580 1.1930 -0.3287 -0.50 -2.75 -1.43
H -1.3511 1.0777 0.9813 -2.27 1.55 0.91
H 0.2894 0.5643 1.7306 -1.86 0.69 -1.18
C -0.7357 -0.9358 0.6044 -1.07 1.97 -0.55
Se 1.3497 -1.5437 -0.3019 1.49 0.41 -0.48
```
Positions in Å, forces in eV/Å.

Total energy, eV: -72704.2737
Highest occupied orbital energy (spin up / spin down), eV: -6.34 / -9.00
LUMO energy (spin up / spin down), eV: 0.678 / -2.488
F_max, eV/Å: 4.74
Frontier orbital gap (spin up / spin down), eV: 7.02 / 6.51
Multiplicity: 3
Relative energy (zero: lowest compared OMol25 entry of this formula, charge and spin), eV: 0.447

[5]
2 unconnected molecules or ions with the total composition C2HClF2S at a distorted geometry. Source: OMol25; level of theory: ωB97M-V/def2-TZVPD.

```
7
Properties=species:S:1:pos:R:3:forces:R:3
H -1.1218 1.8460 -0.3670 0.19 0.41 -0.37
S 2.7018 0.1242 0.1772 0.98 0.79 -0.38
Cl 1.2751 -2.4936 -0.0992 -0.10 -0.77 -0.44
C -1.3963 0.8061 -0.4111 -0.27 -0.58 1.47
C 1.6602 -0.9812 0.4072 -0.09 -0.35 0.92
F -2.6721 0.6515 0.0554 1.73 -0.41 -0.39
F -0.4468 0.0470 0.2375 -2.44 0.92 -0.81
```
Positions in Å, forces in eV/Å.

Total energy, eV: -30878.0045
Highest occupied orbital energy (spin up / spin down), eV: -7.70 / -9.85
LUMO energy (spin up / spin down), eV: -0.475 / -0.377
F_max, eV/Å: 2.73
Frontier orbital gap (spin up / spin down), eV: 7.23 / 9.47
Relative energy (zero: lowest compared OMol25 entry of this formula, charge and spin), eV: 4.045

[6]
5 unconnected molecules or ions with the total composition C30H75N5O10 at a distorted geometry. Source: OMol25; level of theory: ωB97M-V/def2-TZVPD.

```
120
Properties=species:S:1:pos:R:3:forces:R:3
H 1.3774 0.8139 9.2037 -0.35 0.52 0.05
H -0.8637 -6.6778 0.9141 -0.42 -0.29 0.30
H -1.8141 -1.8963 5.9849 0.28 0.12 0.21
H 7.0440 0.0358 3.6394 -0.51 -0.13 -0.12
H 1.6231 -0.0474 3.1590 0.15 -0.24 0.03
H 4.4672 -0.6766 3.2112 0.78 -0.06 0.08
O -0.8698 9.0666 -1.8621 -0.26 -0.53 -0.31
H -1.2067 -0.9238 -7.5125 0.61 0.37 0.18
H 0.6209 0.5145 -7.1289 0.03 -0.09 0.08
H -0.9056 -9.2964 -2.8395 -0.03 -0.12 0.42
O 1.0267 0.6862 -1.1736 -0.71 -0.34 -0.29
H 0.4973 -2.0644 2.0993 -0.26 -0.49 0.55
C -0.4923 -1.2997 3.9595 0.99 0.32 -1.01
H 6.3709 -1.8485 4.4693 -0.24 -0.40 -0.13
C -0.1768 7.0006 -0.7099 0.79 0.01 0.34
H -4.9342 -1.5540 -9.5714 -0.16 0.29 -0.29
C 0.8166 4.3484 -4.8630 0.49 0.72 -0.80
O -2.1417 -7.7839 -3.3444 1.00 1.30 -0.40
C -3.0494 0.1893 -7.6161 -0.06 -0.18 -0.26
H -0.1780 0.9233 8.2208 0.26 0.27 -0.10
H 1.1971 3.9372 -3.9246 -0.27 -0.21 0.04
H -0.8939 -1.0633 1.9020 0.17 0.46 -0.18
H 5.3520 -1.9745 5.9074 -0.05 0.00 0.03
O 6.1298 -0.1488 5.5177 -0.55 -0.26 -0.28
C 0.3837 9.6943 -1.7206 -0.07 -0.17 0.56
H 0.6116 10.1879 -2.6613 0.04 -0.02 0.00
H 0.9486 1.6236 -4.9908 0.74 0.55 0.33
H -1.2931 -4.2432 -0.1381 0.32 0.35 0.40
C -1.2805 -2.7567 5.5703 -0.78 -0.02 -1.09
H 1.7313 2.4209 -6.5052 0.52 0.00 0.68
H 0.3526 4.1833 -0.2604 0.28 -0.05 -0.02
N 0.9394 -0.0763 2.4174 -1.20 1.47 -0.11
H 0.2141 1.8426 0.3395 -0.08 0.07 -0.27
H 7.5912 1.0954 4.8374 -0.36 0.39 0.26
H -2.3383 -9.1016 -4.7961 0.11 0.03 -0.73
C 1.8977 -0.0127 6.8063 0.83 -0.32 -1.25
O -3.0857 -4.2931 0.8054 -0.11 -0.44 -0.16
C 0.1892 0.1991 -2.2069 0.80 0.76 -0.71
H 2.1636 -1.9622 5.7375 -0.36 0.27 -0.29
C -2.0744 -8.0345 -4.7477 -0.90 -1.46 0.64
H -2.5649 2.0387 2.4689 0.00 -0.06 -0.22
C -1.6606 -6.1900 0.3534 -0.48 0.04 -0.13
N -1.1709 0.7313 -6.0830 1.72 -1.01 -1.29
H -4.2498 -2.6862 0.9857 -0.11 0.09 -0.29
C -3.2652 -2.9175 0.5798 0.01 0.35 1.06
H -0.4917 0.2557 0.3238 -0.10 -0.22 -1.04
H 0.7304 7.4291 -0.2695 -0.12 -0.06 0.31
H -2.8277 0.8294 -8.4804 0.25 0.41 0.37
H -1.1848 -4.4157 1.6382 -0.05 -0.28 0.19
H -4.6257 0.2128 -9.5943 -0.56 0.14 0.04
H -1.6175 5.7837 -0.1776 0.08 -1.21 0.43
H 0.3837 10.4352 -0.9101 -0.15 0.08 -0.04
H -0.3895 4.8253 2.6389 0.08 0.12 -0.03
H 0.3672 -1.1166 4.6165 -0.03 -0.34 0.21
C -1.8125 -0.3119 -6.8459 -2.04 0.11 0.93
C 2.7050 -1.0468 5.9869 0.15 0.26 0.97
H 1.6701 4.7613 -5.4233 0.15 -0.11 0.20
H -5.7706 -0.6252 -8.3663 -0.02 0.72 -0.10
H 5.9518 1.3905 4.1349 0.11 0.04 -0.16
C -4.8541 -0.6486 -8.9625 0.78 -1.14 0.20
C -1.7335 -4.7311 0.7486 0.34 1.13 -1.93
H -2.5604 -2.3293 1.1807 0.10 -0.05 -0.03
H 3.6613 0.4983 5.0541 -0.07 -0.01 0.18
C 4.3327 -1.1987 4.1630 -1.59 1.00 -0.22
H -1.5976 2.8839 3.6197 0.29 0.56 -0.15
N -0.6884 5.9643 0.1730 -0.16 1.78 -0.34
H 0.0628 -7.8969 -0.8600 -0.05 -0.46 0.21
H 0.1624 5.2028 -4.6933 -0.17 -0.21 0.24
H -2.2724 -6.3006 -1.5419 0.18 -0.19 -0.45
H -2.2622 -0.9966 -6.1188 0.15 -0.33 -0.13
C -1.5699 2.4611 2.6104 -0.54 -0.58 -0.27
H -0.7596 0.7382 -2.2516 -0.21 -0.28 0.22
C -0.0201 1.3263 -6.7747 -1.00 0.26 0.58
H -3.6562 0.7122 -6.8657 -0.16 0.25 -0.30
N 3.2549 -0.3980 4.8044 0.16 -0.54 -0.15
H -1.1101 -7.9114 -5.2424 0.19 0.40 0.40
H -1.3291 8.6578 0.0790 0.17 -0.27 0.28
H -0.0133 -7.9181 -3.1921 -0.30 0.94 -0.14
O -1.0856 -2.5573 4.1614 0.07 0.48 0.71
C 0.4285 0.8021 0.0858 0.77 -0.51 1.90
H 3.4934 -1.3871 6.6694 0.05 -0.06 0.05
H -0.8398 1.6465 2.5994 0.12 0.04 0.07
H 2.7065 0.6324 7.1835 -0.44 0.37 0.36
H 3.8576 -2.1321 3.8521 0.38 -0.33 0.32
H -3.1820 -2.5638 -0.4521 0.02 -0.46 -0.19
H -1.9763 -3.5918 5.6407 0.36 -0.25 0.25
C 6.6662 0.6389 4.4742 0.80 -0.08 0.15
C 5.5605 -1.3694 5.0294 0.94 0.11 -0.19
C 0.8452 2.2369 -5.8897 -1.57 -0.76 -1.78
C 0.2236 4.9207 0.5437 -0.60 -0.77 0.23
C -0.1866 4.1551 1.7973 -0.09 -0.29 -0.41
H 2.0661 -0.5622 0.7552 -0.05 0.16 -0.78
H 0.6362 3.4777 2.0636 0.13 0.11 0.11
C 0.0055 -1.1696 2.5172 0.41 -0.58 -0.35
H 0.0266 -0.2931 9.4654 0.08 -0.15 -0.06
H -0.4233 1.8236 -7.6630 0.54 0.47 -0.10
O 0.1395 3.4376 -5.6968 -0.19 -0.18 0.84
C -0.9558 -7.8550 -1.2409 -1.01 1.61 -0.12
H 0.1923 6.6785 -1.6979 -0.47 -0.30 -0.15
H -2.8451 -7.4734 -5.2682 0.03 0.21 0.16
H -2.6961 -6.5151 0.5293 0.42 -0.80 0.75
O -1.3334 3.3606 1.5381 -0.05 0.29 0.56
H -2.2112 7.7611 -1.1058 0.14 -0.33 -0.26
H 0.7267 0.4737 -3.1170 -0.12 -0.15 -0.12
H 1.1924 5.3565 0.7931 0.02 0.21 -0.28
H 0.0915 -0.8878 -2.2330 -0.29 -0.02 0.42
H -1.6689 -8.4575 -0.6692 0.35 -0.59 -0.03
O -3.7341 -0.9268 -8.1416 0.17 -0.39 0.38
H -1.6162 1.0958 -5.2665 0.06 0.34 -0.07
H -0.3195 -2.9244 6.0538 -0.10 -0.04 0.27
C 1.4743 0.2895 1.1101 -0.05 0.11 0.93
C -1.2053 8.1009 -0.8570 0.14 1.40 -0.05
H -1.1593 -0.4417 4.1134 -0.38 -0.25 0.27
H 2.1235 1.1490 1.2901 0.45 -0.29 -0.03
O 1.1640 -0.6279 7.8075 -0.43 -0.49 0.25
C -0.9519 -8.2017 -2.7014 0.06 -1.71 -0.50
H 1.1600 8.9716 -1.4614 0.18 0.08 -0.33
C 0.5593 0.2818 8.7096 0.42 -0.49 0.11
H 1.2616 0.5659 6.1227 -0.07 0.09 0.09
N -1.3827 -6.4447 -1.0797 0.32 0.40 0.63
```
Positions in Å, forces in eV/Å.

Total energy, eV: -60242.5510
Highest occupied orbital energy, eV: -8.11
SMILES string: COCCNCCOC.COCCNCCOC.COCCNCCOC.COCCNCCOC.COCCNCCOC
LUMO energy, eV: 0.633
F_max, eV/Å: 2.49
Frontier orbital gap, eV: 8.74
Relative energy (zero: lowest compared OMol25 entry of this formula, charge and spin), eV: 1.815